Computed, not measured: C22H35Cl2N11Rb as an isolated structure, with ωB97M-V/def2-TZVPD.

Results
* total energy: -65466.980 eV
* LUMO: -0.11664 hartree
* relative energy (zero: lowest compared OMol25 entry of this formula, charge and spin): 125.48 kJ/mol

Geometry as ORCA input:
```
! RIJCOSX wB97M-V def2-TZVPD def2/J DEFGRID3
* xyz 1 1
Rb -0.7012 -0.5656 -2.4932
C -2.8524 1.8735 -0.8558
C -3.4553 0.7855 0.0308
N -2.7906 -0.5299 -0.0749
C -3.6716 -1.6512 -0.4610
C -4.4569 -1.4747 -1.7568
N -3.6372 -1.1833 -2.9334
C -4.0814 -0.0143 -3.7127
C -4.0785 1.2830 -2.9186
N -2.7886 1.5153 -2.2642
H -3.4330 2.7913 -0.6721
H -1.8285 2.0702 -0.5245
H -3.3996 1.1469 1.0625
H -4.5216 0.6807 -0.1773
H -2.4589 -0.7615 0.8538
H -3.0370 -2.5384 -0.5541
H -4.4112 -1.8672 0.3240
H -5.0267 -2.3995 -1.8922
H -5.2090 -0.6952 -1.6291
H -3.6555 -1.9853 -3.5499
H -3.3958 0.1086 -4.5547
H -5.0830 -0.1566 -4.1414
H -4.3060 2.0862 -3.6196
H -4.8759 1.2814 -2.1721
H -2.2908 2.2382 -2.7730
Cl 1.1652 -3.5446 -3.0388
C 1.8860 -3.0044 -4.5831
Cl 1.7451 -1.2604 -4.7787
H 1.3511 -3.5029 -5.3818
H 2.9331 -3.2794 -4.5683
N 2.2784 -2.2427 3.3485
C 1.4802 -1.8379 2.1444
C 0.8072 -3.0110 1.4416
N 0.1256 -2.6070 0.2311
H 2.8380 -1.3947 3.6842
H 2.9333 -2.9907 3.1188
H 1.6802 -2.5786 4.1019
H 2.1704 -1.3270 1.4720
H 0.7543 -1.1080 2.4924
H 0.0867 -3.4929 2.1078
H 1.5561 -3.7670 1.1881
H 0.7615 -2.1818 -0.4310
H -0.6354 -1.9588 0.4043
C 2.9962 1.6999 0.0987
C 2.0113 1.2049 -0.7485
N 0.7888 0.8748 -0.3199
C 0.5299 1.0483 0.9730
C 1.4551 1.4913 1.9164
C 2.7209 1.8395 1.4433
C 1.0474 1.5518 3.3289
C 1.8075 1.4196 4.4177
C 3.2720 1.1781 4.4411
C 4.1473 2.1499 4.9040
C 5.4988 1.8538 4.8890
N 5.9659 0.6807 4.4614
C 5.0602 -0.1926 4.0698
N 3.7365 -0.0156 4.0390
H 3.9582 1.9838 -0.3048
H 2.1787 1.1032 -1.8137
H -0.4840 0.8062 1.2886
H 3.4686 2.2486 2.1096
H -0.0139 1.7154 3.4927
H 1.3457 1.5447 5.3915
H 3.7820 3.1080 5.2454
H 6.2353 2.5747 5.2235
H 5.4296 -1.1575 3.7360
N -2.7473 2.8397 -5.2845
C -1.5860 2.8599 -5.2688
N -0.2680 2.9116 -5.2752
C 0.3164 2.1851 -4.3754
N 0.8761 1.5442 -3.5727
*
```

---

Computed, not measured: C22H35Cl2N4NdO3Se as an isolated structure at a distorted geometry, with ωB97M-V/def2-TZVPD.

Results
* total energy: -141157.085 eV
* LUMO: 0.00575 hartree

Geometry as ORCA input:
```
! RIJCOSX wB97M-V def2-TZVPD def2/J DEFGRID3
* xyz 0 4
O 1.3535 -0.9469 -1.4528
C 2.6971 -0.7134 -1.4045
C 3.3745 -1.9881 -0.8981
C 2.6875 -2.9216 -0.1033
H 1.6532 -2.7412 0.2295
C 3.3575 -4.0752 0.3068
H 2.8357 -4.7872 0.9533
C 4.6784 -4.2853 -0.1152
H 5.2066 -5.1834 0.1947
C 5.3363 -3.3634 -0.9424
H 6.3587 -3.5101 -1.2896
C 4.6708 -2.2099 -1.3508
H 5.1020 -1.4185 -1.9762
H 2.9482 -0.4850 -2.4565
C 2.7853 1.8440 -1.2915
C 3.1963 0.5551 -0.6401
H 3.4128 2.6966 -1.0040
H 1.7604 2.1551 -1.0289
H 2.7593 1.7173 -2.3842
C 3.8256 0.4583 0.5703
C 4.2520 1.5830 1.4639
H 3.9723 -0.5183 1.0153
H 5.3349 1.5611 1.6291
H 3.8289 1.5108 2.4775
H 4.0083 2.5697 1.0618
Nd -0.0322 -0.0451 0.1477
Cl 0.1587 -1.8222 2.2325
Cl 1.3951 1.8320 1.6557
C -1.3847 1.5544 2.3491
O -1.6696 1.3160 1.1439
N -2.2176 2.1575 3.1408
C -3.3796 2.7428 2.4849
C -2.1105 2.1160 4.5985
H -0.3714 1.3220 2.7381
H -3.3140 2.5656 1.4069
H -3.3624 3.8147 2.6715
H -4.2910 2.2983 2.8857
H -1.2641 1.4480 4.8251
H -3.0575 1.7264 4.9996
H -1.9096 3.1407 4.9394
H -1.6851 4.0404 -3.2553
H -1.8400 2.1912 -5.3149
C -0.6520 3.6785 -3.2531
C -0.8393 1.8572 -5.0004
N -0.5984 2.2710 -3.6222
H -0.2425 3.8047 -2.2455
C -0.3643 1.4045 -2.6565
O -0.3292 1.7572 -1.4371
H -0.7710 0.7609 -5.0166
H -0.1963 0.3556 -2.9297
H -0.0678 4.2364 -3.9854
H -0.0575 2.3110 -5.6257
C -2.0898 -4.0281 0.8661
N -2.9989 -2.9122 0.9701
C -4.0579 -2.8024 1.8519
C -4.7106 -1.6828 1.5734
N -4.0709 -1.0648 0.5148
C -4.5357 0.1358 -0.1353
C -3.0137 -1.8525 0.0897
Se -2.0495 -1.7233 -1.4730
H -1.0645 -3.6861 1.0284
H -2.1628 -4.5119 -0.1117
H -2.3513 -4.7480 1.6519
H -4.2405 -3.5881 2.6156
H -5.6176 -1.2226 2.0185
H -5.5384 -0.0122 -0.5602
H -4.5934 0.9546 0.5920
H -3.8468 0.4052 -0.9330
*
```

---

Computed, not measured: a 2-piece molecular cluster, C22H35F3N4O3 overall at a distorted geometry, with ωB97M-V/def2-TZVPD.

Results
* total energy: -43601.644 eV
* LUMO: -0.29234 hartree

Geometry as ORCA input:
```
! RIJCOSX wB97M-V def2-TZVPD def2/J DEFGRID3
* xyz 2 1
C 4.5262 -4.0759 -2.4674
C 4.5178 -2.7061 -1.5446
N 4.5569 -1.4175 -2.3378
N 3.2725 -0.8928 -2.2422
C 2.8712 0.2276 -1.2613
C 1.3096 0.7753 -1.1637
C 0.1597 0.0883 -2.1563
C -1.4280 0.4951 -2.1366
C -2.2213 0.2712 -0.6836
C -3.8172 0.6145 -0.5291
N -4.5837 1.1429 -1.7408
C -6.0710 1.4596 -1.4815
C -6.9476 0.0368 -1.4757
O -6.7408 -0.5525 -2.8187
C -6.8024 -2.0221 -2.7881
C -5.3044 -2.5662 -3.2558
F -5.2836 -4.0634 -3.2324
F -5.0374 -2.0805 -4.6536
F -4.3206 -1.9978 -2.3058
C -3.9327 1.3477 -3.1194
C -2.3134 1.0546 -3.3976
C 0.6457 -1.0659 -3.2172
C 2.2277 -1.5030 -3.1954
H 4.0517 -4.9386 -1.7964
H 5.6532 -4.3788 -2.6607
H 3.9681 -3.9623 -3.4899
H 3.6062 -2.8070 -0.8116
H 5.5096 -2.7388 -0.9017
H 4.8629 -1.5569 -3.3257
H 3.6495 0.7256 -0.5401
H 0.9421 1.6245 -0.4368
H -1.6511 -0.1630 0.2588
H -4.3637 0.4351 0.5167
H -6.1132 1.8740 -0.3799
H -6.4902 2.2369 -2.2516
H -6.5029 -0.6148 -0.5961
H -8.0844 0.2379 -1.2700
H -7.1730 -2.4743 -1.7744
H -7.5468 -2.3895 -3.6324
H -4.5380 1.7264 -4.0709
H -1.8059 1.2031 -4.4659
H -0.1841 -1.5364 -3.9133
H 2.5533 -2.3420 -3.9729
C 4.8143 2.7048 4.8991
O 4.6897 1.5701 4.0490
C 4.1812 0.4046 4.7129
C 2.7245 0.1267 4.3086
N 1.8085 1.1286 4.8594
C 0.4733 1.1339 4.2494
C 0.3685 1.3334 2.7228
O 0.7055 2.6474 2.2717
C 2.1002 2.9058 2.1921
H 5.4471 3.4397 4.3869
H 3.8451 3.1687 5.0815
H 5.2889 2.4453 5.8474
H 4.2975 0.4657 5.8022
H 4.7953 -0.4342 4.3670
H 2.4307 -0.8652 4.6703
H 2.6913 0.1110 3.2153
H 2.2130 2.0542 4.7350
H -0.0835 1.9452 4.7333
H -0.0357 0.1996 4.5221
H -0.6865 1.1972 2.4551
H 0.9150 0.5760 2.1540
H 2.6693 2.0301 1.8711
H 2.4602 3.2777 3.1519
H 2.2602 3.7028 1.4617
*
```

---

The records above yield HOMO-LUMO gap values of 6.26 7.54 4.61 eV, respectively.